C4H11NO2 as an isolated structure in a non-equilibrium geometry. Source: the OMol25 dataset; level of theory: wB97M-V/def2-TZVPD.

XYZ file:
```
18
Properties=species:S:1:pos:R:3:forces:R:3
C 1.4078 2.1147 0.2947 -0.5 0.1 -0.5
N 1.0905 0.8443 -0.3642 -1.3 -1.4 0.1
C 0.5598 -0.4995 0.7053 -1.4 -0.8 -0.8
O 0.2412 0.0073 1.9368 0.0 0.5 -0.1
O 1.2674 -1.4706 0.6100 -0.1 0.4 -0.3
H -0.6023 0.4780 1.8913 0.2 -0.1 -0.1
H 1.8799 0.4562 -0.8770 -0.2 0.0 0.1
H 2.2261 1.9880 1.0049 -0.1 -0.1 -0.1
H 0.5271 2.4749 0.8249 0.1 0.0 0.0
H 1.6887 2.8646 -0.4454 0.0 0.1 0.0
C -1.2161 -0.5668 -0.2816 0.2 -0.8 1.1
C -1.3720 -1.9446 -0.9129 0.2 0.0 -0.1
H -2.4186 -2.2330 -1.0609 0.0 0.1 0.2
H -0.8885 -2.7039 -0.2910 0.0 0.1 -0.2
H -0.9373 -1.9789 -1.9195 0.2 0.0 0.2
H -1.8553 -0.4956 0.6034 0.0 -0.1 0.1
H -1.6829 0.1672 -0.9585 0.6 0.3 0.0
H 0.0846 0.4977 -0.7603 2.2 1.8 0.4
```
Forces are in eV/Å.

Summary:
- relative energy (zero: lowest compared OMol25 entry of this formula, charge and spin) (kcal per mole) = 88.1
- gap between HOMO and LUMO (hartree) = 0.3343
- charge = 0
- E_LUMO (eV) = 0.63
- largest force on an atom (hartree/bohr) = 0.056

---

A 2-piece molecular cluster, C4H11NO2 overall in a non-equilibrium geometry. Source: the OMol25 dataset; level of theory: wB97M-V/def2-TZVPD.

XYZ file:
```
18
Properties=species:S:1:pos:R:3:forces:R:3
C 0.2271 -0.8162 2.0006 0.8 2.2 2.3
C -0.0125 -1.9220 1.1029 0.4 -1.8 -0.4
O 0.6745 -2.3384 0.1773 -1.7 0.8 1.4
O -1.1123 -2.5146 1.6372 -1.7 -3.6 -4.5
H 0.4606 -1.1702 3.0492 -0.3 -0.1 -1.2
H -0.6583 -0.1438 2.1695 0.9 -0.6 -0.6
H 1.1134 -0.2883 1.6956 0.1 0.6 -0.2
H -1.4543 -3.2449 0.8711 1.4 2.6 3.2
C 1.2443 2.1630 -1.0872 -1.3 0.2 -0.2
C -0.3133 2.5142 -1.1032 1.8 2.3 -1.1
N -0.7599 2.2610 -2.4872 -1.5 0.6 1.4
H 1.7732 3.0945 -0.9813 0.6 0.1 0.8
H 1.5915 1.7967 -2.0709 -0.6 0.0 0.4
H 1.4407 1.3745 -0.3655 0.5 0.3 0.3
H -0.8718 2.0070 -0.3419 -0.3 -0.6 0.1
H -0.4642 3.6921 -0.8289 0.3 -2.8 -0.9
H -0.3106 2.9743 -3.0501 0.0 -1.0 -0.5
H -0.6720 1.2712 -2.7306 0.4 0.9 -0.3
```
Forces are in eV/Å.

Summary:
- SMILES = CC(=O)O.CCN
- relative energy (zero: lowest compared OMol25 entry of this formula, charge and spin) (kcal per mole) = 44.7
- gap between HOMO and LUMO (hartree) = 0.3418
- charge = 0
- E_LUMO (eV) = 0.57
- largest force on an atom (hartree/bohr) = 0.117

---

A 3-piece molecular cluster, C4H11NO2 overall in a non-equilibrium geometry. Source: the OMol25 dataset; level of theory: wB97M-V/def2-TZVPD.

XYZ file:
```
18
Properties=species:S:1:pos:R:3:forces:R:3
C 0.6682 -1.8440 4.3135 -0.4 1.0 -1.1
C 0.3167 -1.0000 3.2966 -0.1 -1.5 2.0
C 1.2475 -0.4977 2.3410 3.6 -2.3 -0.7
C 0.9762 0.3921 1.3857 -0.5 1.3 -2.3
N 1.5981 0.8943 0.1685 -3.6 -1.9 4.1
H -0.0740 -2.1818 5.0349 0.2 -0.1 -0.3
H 1.6994 -2.1950 4.4406 -0.4 0.3 0.0
H -0.7316 -0.8116 3.1425 -0.3 0.5 0.2
H 2.2413 -1.2072 2.4211 -2.0 2.4 -0.7
H -0.0355 0.8589 1.3720 0.7 -0.5 0.5
H 1.0059 1.5502 -0.2357 -0.3 1.2 -1.0
H 2.5016 0.8010 -0.0795 3.3 -0.3 -0.8
O -1.5586 0.7204 -5.8449 3.3 -1.8 0.3
H -2.3243 1.1471 -6.0655 -3.2 1.8 -1.0
H -1.1216 0.5199 -6.6920 -0.2 0.1 0.6
O -2.3277 1.2689 -2.8544 -1.4 2.0 -2.8
H -2.1641 0.9633 -3.7716 -0.1 0.4 0.6
H -1.9176 0.6210 -2.3730 1.6 -2.5 2.2
```
Forces are in eV/Å.

Summary:
- SMILES = C=C/C=C/N.O.O
- relative energy (zero: lowest compared OMol25 entry of this formula, charge and spin) (kcal per mole) = 69.4
- gap between HOMO and LUMO (hartree) = 0.3057
- charge = 0
- E_LUMO (eV) = 0.63
- largest force on an atom (hartree/bohr) = 0.113

---

One value per record, in order, for M: 105.14, 105.14, 105.14 g mol⁻¹.